(1)
The following is a quantum chemistry calculation of an isolated molecule of C8H21NSi at a distorted geometry, from the Open Molecules 2025 dataset.

## Properties
Molar mass ... 159.349 Da
Energy above the lowest of the compared OMol25 structures with the same formula, charge and spin ... 35.5 kcal per mole
LUMO ... 0.9 eV
Orbital gap ... 9.534 eV
Largest force on an atom ... 0.0938 hartree/bohr

ORCA input file:
```
! wB97M-V def2-TZVPD RIJCOSX def2/J DEFGRID3
* xyz 0 1
H -0.9152 1.5981 0.8105
H -4.6062 -0.6601 0.8522
H -1.3387 -1.8919 -0.0590
H 1.2283 -2.4419 -0.4318
H 2.6193 1.4598 -0.3777
H -0.6388 3.2082 -1.3100
H 2.3247 -0.8442 1.9107
C 2.8927 0.4924 -0.2503
Si 0.1379 0.2916 -0.8006
H 3.4851 0.1567 -1.0484
C -1.4173 -0.9286 -0.4963
H 1.0256 0.3210 1.8344
H 0.2882 0.8746 -2.1712
C 2.0136 -1.7347 -0.7534
H -3.6816 -2.2579 0.4303
H -2.3656 0.4747 0.8516
H 2.1067 -1.5403 -1.8132
C 1.7067 -0.4657 -0.0991
H -3.1620 0.2262 -0.7173
H 1.0925 2.7760 -1.0057
C -3.6658 -1.2290 0.8265
C 1.3680 -0.6368 1.4185
H -1.5569 -1.1860 -1.5685
H 3.6004 0.5062 0.6408
C -2.6846 -0.2087 0.1574
H 2.9488 -2.1765 -0.3066
H -3.4386 -1.2979 1.9304
C 0.0845 2.9850 -0.4601
N -0.1259 1.6700 0.2101
H 0.0624 3.8396 0.2465
H 0.6119 -1.3800 1.5489
*
```

(2)
The following is a quantum chemistry calculation of a structure of composition C8H22AlF2N3O6S2 at a distorted geometry, from the Open Molecules 2025 dataset.

## Properties
Molar mass ... 385.391 Da
Energy above the lowest of the compared OMol25 structures with the same formula, charge and spin ... 21.8 kcal per mole
LUMO ... -10.5 eV
Orbital gap ... 6.217 eV
Largest force on an atom ... 0.3727 hartree/bohr

ORCA input file:
```
! wB97M-V def2-TZVPD RIJCOSX def2/J DEFGRID3
* xyz 2 1
H -4.2711 0.2068 -0.9103
S -2.2203 -3.1606 1.0471
H 1.5170 2.9756 -1.2642
C -1.5413 0.5020 -1.7558
H -0.6504 0.0734 -3.9496
O -3.4129 -0.6890 1.8478
H -2.0584 -0.9186 -0.1077
H 1.1922 1.6444 -2.2661
C 0.9265 2.0599 -1.2940
H -2.3014 0.0423 -2.3875
C -2.0870 0.1491 -0.3251
N 2.7288 -1.0974 1.1509
O 1.1272 1.1339 -0.2558
N -1.3450 0.9123 0.7619
S -2.1235 -1.2121 2.3657
H 2.4305 0.7082 2.0987
C 2.5849 0.9677 -0.1230
H -3.9479 0.4474 0.7735
C 3.0035 0.2911 1.2706
H -0.0738 2.4930 -1.2861
H -1.8576 0.9318 1.6319
C 4.5210 0.3555 1.5222
H -3.5443 1.7096 -0.4370
H 4.9646 0.2380 0.5335
Al 0.2975 -0.8841 0.2341
H 2.9735 0.3248 -0.9128
O -1.9668 -1.4983 3.7799
H -1.3166 1.8971 0.5394
C 0.2413 0.0673 -3.3228
N -1.1559 -2.0289 1.1783
H 3.0806 -1.5976 1.9548
H -1.5420 1.5891 -1.8358
H 0.8441 -0.7434 -3.7322
H 4.9753 -0.2405 2.3137
H 3.3301 -1.3843 0.3918
H 3.1553 1.8965 -0.1207
F -1.2427 0.0694 2.1672
O -0.2119 -0.1543 -1.9840
F -1.1829 -4.2062 0.3444
O -2.4681 -3.8962 2.2697
H 0.7414 1.0260 -3.4601
H 4.6740 1.3979 1.8017
C -3.5467 0.6412 -0.2213
O -3.2409 -3.0400 -0.0270
*
```

(3)
The following is a quantum chemistry calculation of a structure of composition C8H22Br2CrMnN6O20S2 at a distorted geometry, from the Open Molecules 2025 dataset.

## Properties
Molar mass ... 853.162 Da
Energy above the lowest of the compared OMol25 structures with the same formula, charge and spin ... 0.0 kcal per mole
LUMO (alpha / beta) ... -0.8 / -0.8 eV
Expectation value of S² ... 24.77
Orbital gap (alpha / beta) ... 7.877 / 9.145 eV
Largest force on an atom ... 0.0322 hartree/bohr

ORCA input file:
```
! wB97M-V def2-TZVPD RIJCOSX def2/J DEFGRID3
* xyz 0 10
C -4.3272 2.7348 1.6217
O 5.0009 -2.4792 3.6689
O 1.8988 3.9082 -4.7378
Cr 2.9723 0.1977 -2.4176
H -0.4449 3.6104 0.5489
Br -4.5217 1.5928 3.1843
O 1.9123 3.4523 0.5297
H -0.1451 3.6134 -2.7847
O -4.6614 -0.4694 -4.0413
H -1.8428 0.0186 3.9507
O 2.7870 -1.8894 -2.7415
O -0.4119 -2.1883 2.1598
O -5.6358 -0.5025 -2.0986
O -0.4492 0.8270 0.1729
C -4.2032 1.8881 0.3768
N 0.1196 -4.8495 -0.6806
H -2.6166 -0.9937 -2.8065
H 0.9288 5.0741 -2.7929
H 5.3075 -1.5544 0.6618
O 4.0065 -0.8827 -1.0376
H 6.5796 -2.2942 1.7052
O 2.3970 2.4004 -3.3225
H -5.0464 1.2015 0.3098
S 3.6320 -2.2765 -1.5571
O 1.5559 -0.2761 1.0206
H -5.2478 3.3001 1.5292
N -4.6417 -0.4910 -2.8241
S 0.7077 0.0299 -0.1741
H -0.3547 2.6749 2.0273
H -3.4946 3.4038 1.7768
C -0.1221 3.6378 1.5817
H -2.3216 -0.4060 2.2736
H -1.6773 -4.0739 -1.3319
Br -4.3314 3.0078 -1.2075
N 1.7666 3.3875 -3.6793
C -1.3474 -5.0264 -0.9176
O 4.7116 -3.1105 -1.9737
C -1.5137 -0.3597 2.9938
O 0.4374 -4.2289 0.3261
H -3.3276 1.2474 0.3256
O 0.3501 -1.3555 -0.6305
H 1.2441 3.7356 -1.6813
N 4.6801 -2.1180 2.5657
O 1.5117 0.7238 -1.2224
C 5.7348 -1.6213 1.6517
O 2.8112 -2.8555 -0.4599
Mn 1.3850 -2.3523 0.8340
H -3.3434 -0.7971 -1.1569
N 1.3549 3.7814 1.5473
O 1.8992 4.2563 2.5087
H 5.9949 -0.6407 2.0434
H -0.5266 4.4477 2.1731
H -1.7925 -5.1704 0.0597
H -1.5217 -5.8548 -1.5831
N -0.9551 -1.7223 3.1299
H -0.7555 0.3319 2.6296
O -1.0704 -2.2876 4.1651
H -3.0255 0.5987 -2.0840
C -3.3076 -0.4503 -2.1821
C 0.8606 3.9994 -2.6609
O 3.5513 -2.1266 2.1423
O 0.8851 -5.3788 -1.4075
*
```

(4)
The following is a quantum chemistry calculation of a cluster of 3 separate species, C8H22BrN2O2 in total at a distorted geometry, from the Open Molecules 2025 dataset.

## Properties
Molar mass ... 258.180 Da
Energy above the lowest of the compared OMol25 structures with the same formula, charge and spin ... 29.2 kcal per mole
LUMO ... 2.5 eV
Orbital gap ... 5.864 eV
Largest force on an atom ... 0.0334 hartree/bohr

ORCA input file:
```
! wB97M-V def2-TZVPD RIJCOSX def2/J DEFGRID3
* xyz -1 1
H -16.1962 -14.0299 -29.7748
C -14.2015 -15.1284 -31.4557
C -22.1016 -12.4499 -27.3028
H -25.8030 -15.2714 -29.0024
H -16.0691 -16.1132 -31.9564
C -16.4295 -15.0258 -30.1515
C -25.7043 -14.1998 -29.1760
H -13.8498 -14.1427 -31.1511
H -17.7765 -16.3796 -28.1387
N -16.2421 -14.0693 -32.3095
H -22.7898 -10.3298 -28.2060
H -25.9272 -13.9914 -30.2224
C -22.6666 -12.1658 -28.6891
H -15.7218 -14.1564 -33.1707
H -15.8270 -13.2580 -31.8742
H -13.7182 -15.7598 -30.7101
C -24.1741 -12.4782 -28.9762
H -16.3056 -16.5724 -27.1992
O -24.4426 -13.8411 -28.7856
H -13.8513 -15.4466 -32.4376
H -24.2831 -12.3158 -30.0485
C -16.7677 -15.9917 -27.9975
H -22.1102 -12.7524 -29.4202
H -22.7124 -12.0532 -26.4919
H -24.9298 -11.8275 -28.5360
H -21.3924 -10.5960 -28.8344
H -26.4116 -13.6727 -28.5358
C -15.7653 -15.1720 -31.4981
H -16.8553 -14.9922 -27.5714
H -22.0205 -13.5319 -27.1992
H -21.1102 -12.0393 -27.1113
H -17.5020 -15.0694 -30.3412
Br -16.9577 -8.0469 -30.8976
O -16.0708 -16.0007 -29.2175
N -22.3694 -10.7917 -28.9997
*
```

(5)
The following is a quantum chemistry calculation of a cluster of 4 separate species, C8H22BrN4O3 in total at a distorted geometry, from the Open Molecules 2025 dataset.

## Properties
Molar mass ... 302.193 Da
LUMO ... -3.3 eV
Orbital gap ... 9.283 eV
Largest force on an atom ... 0.0314 hartree/bohr

ORCA input file:
```
! wB97M-V def2-TZVPD RIJCOSX def2/J DEFGRID3
* xyz 1 1
H -1.8344 -1.4218 0.7794
Br 3.9519 0.5286 -2.5356
H -3.2253 3.6010 -2.7318
C 0.9356 -1.7729 3.5129
C -0.7347 0.7366 -0.1174
H 0.7858 -2.4752 2.6885
H -3.4979 3.4717 -4.4775
C 2.5055 -0.7174 -0.4625
H -3.7811 -2.2043 -0.2341
N -0.8615 0.3132 -1.3523
O -2.2416 -2.1942 1.1724
H 0.9296 0.5741 1.2622
O -2.0657 2.2092 -3.7635
H -1.8820 1.7066 -2.9671
H -4.1137 -1.2742 1.2530
H -4.0922 -3.0461 1.2944
C 0.2945 -0.2791 -1.6694
H 2.5825 -1.1590 0.5260
H 4.5785 1.0272 1.0893
N 1.1249 -0.2373 -0.6436
H 4.8519 -0.6511 0.6715
H -1.5440 1.3554 1.6450
C -3.6356 -2.1689 0.8472
H -0.8508 -1.0045 3.4328
H -2.3872 1.9128 0.2699
C -3.2947 2.9052 -3.5738
H 0.7823 -2.2898 4.4597
N 0.4959 0.3995 0.3669
H 2.6752 -1.4905 -1.1985
H 0.5453 -0.7448 -2.6017
H 1.9543 -1.3915 3.4821
C 3.4834 0.4513 -0.6455
H -4.1174 2.2056 -3.4035
H 5.5895 0.6827 -0.2644
O 0.0462 -0.6564 3.3972
N -1.6135 1.3967 0.6444
H 2.9513 1.3620 -0.4109
C 4.7091 0.3396 0.2582
*
```

(6)
The following is a quantum chemistry calculation of a structure of composition C8H22F3O8V at a distorted geometry, from the Open Molecules 2025 dataset.

## Properties
Molar mass ... 354.194 Da
LUMO (alpha / beta) ... -3.5 / -3.5 eV
Expectation value of S² ... 3.75
Orbital gap (alpha / beta) ... 7.534 / 7.913 eV
Largest force on an atom ... 0.0605 hartree/bohr

ORCA input file:
```
! wB97M-V def2-TZVPD RIJCOSX def2/J DEFGRID3
* xyz 1 4
H 2.0018 -2.8415 -1.1987
O 0.9824 2.7130 -1.7556
F -2.4760 -3.5656 1.0979
H 1.4512 -0.1776 2.1490
H -2.0656 3.1027 -2.5286
C 1.4908 0.9133 2.2247
F -3.3571 -1.6871 1.3913
F -2.9942 -2.4125 -0.6630
H 2.4228 -4.3996 -0.4262
C -2.6761 2.4670 -0.5215
H 3.9855 1.1580 1.8069
O -0.1749 -2.3628 -0.2459
O 0.9647 -0.2047 -2.3106
O -1.0378 -0.4172 0.5293
H 2.5241 2.4471 3.1266
H 0.7154 3.6255 -1.9150
H -3.1814 3.4262 -0.3685
H 2.2221 1.0509 4.1341
H 1.2361 -4.2256 -1.7817
H -0.1219 -4.3334 0.2655
H -0.7311 -2.0425 1.6702
O 3.9154 1.0325 2.7561
O -1.8412 1.0381 -2.3086
C -1.0723 -1.7459 0.6608
H 0.5085 1.1543 2.6332
V 0.1033 1.0105 -0.7023
H 1.9100 2.6724 -2.0176
H -3.2977 1.7380 -0.0018
O 1.5762 1.4204 0.8654
H -2.2803 0.6203 -3.0521
H 1.8963 -0.4524 -2.2571
H 1.0445 -3.4576 1.1851
H -3.5079 2.1619 -2.4802
C 1.6138 -3.8095 -0.8473
H 0.5282 -0.9607 -2.7255
C 2.6052 1.3441 3.1594
H 2.3137 2.0350 0.7972
O -1.3354 2.5579 0.0003
H -1.3978 2.9166 0.8927
C -2.4974 -2.2986 0.5636
C -2.5319 2.2678 -2.0000
C 0.5658 -3.4786 0.1985
*
```